Molecular formula: C32H60N2O11S
Method: DFT, ωB97M-V/def2-TZVPD

Total charge = 0
Multiplicity = 3
Calculated total energy = -2590.05765 Eh
Strongest force on any atom = 9.45 eV Å⁻¹
<S²> = 2.0096
HOMO energy (alpha / beta) = -8.9665 / -9.5415 eV
Lowest unoccupied orbital energy (alpha / beta) = 0.059 / -0.653 eV

Positions of all 106 atoms, in Å:
H: -3.39 -1.05 -1.31
H: 2.83 3.42 0.48
C: 3.56 3.03 2.55
C: 2.36 -3.34 -4.71
C: 3.06 -4.61 -4.13
S: -2.76 2.65 0.77
H: 3.55 0.93 3.24
H: 0.28 6.22 3.81
C: -0.40 -1.73 -5.45
H: 4.02 2.16 0.58
C: -2.63 0.12 0.53
H: 1.63 -2.95 -6.78
O: 1.52 -2.93 -2.55
H: -0.25 4.55 2.13
H: 0.86 -2.03 4.34
H: -0.33 -0.87 -6.12
H: -1.90 -1.96 1.45
H: 1.85 -3.69 4.21
H: 1.44 -0.23 2.28
C: -7.98 0.50 1.81
C: -5.00 0.50 -0.84
C: -1.12 0.81 0.60
H: 0.97 3.74 1.21
C: 2.80 -0.90 -5.33
C: -4.49 -4.39 2.67
C: -6.66 0.96 0.89
H: 1.36 5.63 5.06
H: -0.87 1.18 1.69
C: 1.76 4.77 3.04
H: 2.35 -5.44 -4.02
O: -3.99 -2.07 1.04
C: 1.63 -0.49 -4.46
C: 2.83 5.88 2.80
C: 0.81 5.33 4.16
C: -3.53 -3.33 0.43
O: -1.37 2.12 -0.09
C: 1.97 -3.77 -6.15
C: -0.39 -1.04 -3.10
H: 2.03 -0.16 -3.50
H: 0.16 -0.74 -2.20
H: -3.27 -5.54 1.11
H: 3.53 -4.43 -3.15
C: 3.41 -2.20 -4.82
H: 1.50 -1.24 -0.26
H: -1.14 -1.78 -2.81
C: -3.42 0.07 -0.90
H: 0.87 5.50 1.14
H: -0.23 -2.62 -6.04
C: 1.00 -3.04 3.72
H: 4.76 6.25 1.94
C: 0.56 -1.59 -4.22
C: 0.80 4.64 1.81
C: 0.74 -1.08 1.88
H: -9.00 0.62 1.24
H: -8.02 1.26 2.73
C: 4.26 1.76 3.13
H: 0.89 -3.33 1.38
H: 1.16 0.41 -4.90
O: -3.44 1.13 1.28
C: 3.17 2.59 1.11
C: -2.82 -1.24 1.49
H: -3.08 -0.93 2.61
C: 0.45 -1.04 0.27
O: -6.26 2.23 1.06
H: 3.69 5.37 0.88
N: 1.15 -2.94 -3.91
H: 5.07 1.41 2.47
H: -4.53 -3.35 3.25
O: -6.03 -0.06 0.04
H: 3.87 -2.02 -3.84
N: 2.35 3.43 3.35
H: -4.49 -5.25 3.47
H: -2.63 -3.19 -0.31
H: -4.43 -3.76 -0.21
H: 4.23 -2.50 -5.48
H: 2.36 6.77 2.36
H: -2.89 0.72 -1.75
H: 1.18 -4.53 -6.13
O: -5.39 1.44 -1.75
C: 4.61 4.17 2.44
H: 3.23 6.21 3.76
H: -0.04 -3.59 3.70
C: 4.00 5.46 1.93
C: -3.24 -4.48 1.60
C: 1.38 -2.60 2.19
H: -2.21 -4.28 2.12
O: -0.05 0.25 -0.24
O: -2.15 3.58 1.85
H: -7.87 -0.57 2.26
H: 0.06 4.59 4.45
O: -3.56 3.45 -0.31
H: 3.56 -0.11 -5.31
O: 2.72 3.44 4.70
H: 2.49 -1.00 -6.37
H: -0.92 -0.14 -3.45
H: 2.38 1.83 1.13
H: 2.54 -2.58 2.02
H: -1.45 -1.81 -5.13
H: -0.25 -1.04 2.55
H: -5.48 -4.47 2.03
H: 5.07 4.35 3.42
H: -0.23 -1.96 -0.04
H: 2.82 -4.21 -6.68
H: 3.87 -4.96 -4.79
H: 4.73 1.93 4.10
H: 5.43 3.87 1.78

Molecular formula: C32H60N2O2P3Sr
Method: DFT, ωB97M-V/def2-TZVPD

Total charge = +1
Calculated total energy = -2569.89083 Eh
Strongest force on any atom = 4.71 eV Å⁻¹
HOMO energy = -8.2996 eV
Energy relative to the best compared isomer or geometry (same formula, charge and spin) = 273.31 kJ/mol
Lowest unoccupied orbital energy = -2.013 eV

Positions of all 100 atoms, in Å:
H: -5.01 -4.01 1.29
H: -6.08 -0.60 0.58
H: -0.99 1.83 -4.02
C: 4.35 2.76 -2.40
C: -1.11 -2.02 -1.91
N: -0.19 -1.29 -1.23
H: 1.20 2.04 -4.96
H: -2.71 -4.09 2.08
C: 4.44 1.28 -1.97
H: 2.74 0.58 2.97
H: -4.44 -3.80 -0.37
C: 0.65 3.58 -2.83
H: 5.01 2.90 -3.26
H: -1.66 -2.26 6.30
C: 0.53 -2.82 -3.49
H: 4.51 2.17 2.44
H: 1.63 -1.70 5.12
C: -0.58 1.46 -3.07
C: 2.36 0.63 1.94
H: 4.98 2.60 0.78
H: -1.26 1.77 -2.27
H: 3.34 3.09 -2.67
H: -5.97 -1.15 -1.12
H: 4.70 3.41 -1.59
C: -3.63 -2.39 1.12
C: -4.12 -1.73 2.43
H: -1.41 0.69 6.30
H: -0.72 -3.21 5.11
H: 4.79 0.74 -4.04
H: -3.32 -1.15 2.92
H: -5.65 -2.69 0.30
C: 4.55 -0.23 1.22
H: -1.60 -2.72 1.93
P: -0.56 -0.86 4.66
C: 0.81 2.06 -2.86
H: -4.42 -2.52 3.13
H: 1.62 1.44 1.92
H: 0.99 -0.75 6.49
H: 1.60 4.09 -2.69
C: 3.54 0.92 1.00
H: -0.55 0.37 -3.11
H: -3.26 1.95 0.33
Sr: -0.51 0.24 1.01
H: 6.55 1.39 -2.17
H: -0.03 3.85 -2.02
H: 4.73 -0.31 2.30
H: 4.16 -1.19 0.88
N: 0.87 1.83 -0.32
H: -4.98 -1.07 2.28
H: -3.16 -1.62 -2.39
H: 6.06 0.07 -1.11
C: 1.07 -0.80 5.40
C: -4.75 -3.26 0.53
H: -4.48 -0.01 -2.73
H: -1.13 1.48 4.72
C: 1.10 -1.22 -1.74
H: 0.20 3.91 -3.78
C: 4.14 2.27 1.41
O: -0.48 -0.85 3.13
H: 3.34 -0.05 -3.38
C: 2.20 -0.60 -1.04
H: -4.80 1.64 -2.16
H: 1.61 0.52 -4.16
C: -1.40 -2.35 5.23
C: -0.27 3.01 2.26
H: 3.37 3.06 1.40
H: 0.82 -3.48 -4.31
H: -2.31 -2.53 4.65
P: 3.02 0.92 -0.78
C: -2.40 -3.27 1.42
P: -3.06 -1.02 -0.06
H: -2.93 -3.05 -1.40
H: -1.99 -3.72 0.50
C: 1.64 1.61 -4.05
H: -2.56 0.44 4.96
C: -2.60 -2.01 -1.53
H: 6.04 1.76 -0.52
H: 2.67 1.95 -4.01
H: 4.93 -0.63 -2.92
H: 2.88 -1.38 -0.65
C: 1.46 -2.00 -2.87
C: -0.78 -2.80 -3.02
C: 1.37 1.58 -1.44
C: -4.24 1.46 0.43
C: -1.50 0.57 5.22
H: 2.50 -1.99 -3.21
H: 1.61 0.09 5.04
C: -5.81 -0.30 -0.44
H: -4.37 1.15 1.48
H: -5.01 2.21 0.20
H: -6.52 0.49 -0.73
C: 4.35 0.28 -3.14
H: -3.13 1.03 -2.20
H: 5.51 -0.04 0.74
C: 5.84 1.10 -1.38
H: -1.58 -3.38 -3.49
H: 1.92 -0.36 1.74
C: -4.18 0.74 -1.99
C: -4.40 0.27 -0.55
O: 0.30 4.00 2.28